{
  "formula": "H2P2S4",
  "method": "ωB97M-V/def2-TZVPD",
  "total_charge": 0,
  "orbital_gap_ev": [7.03, 7.15],
  "homo_ha": [-0.3123, -0.3283],
  "e_tot_ha": -2276.6106,
  "max_force_ev_per_a": 2.5,
  "e_lumo_ev": [-1.46, -1.78],
  "de_lowest_ev": 2.811,
  "species": ["P", "P", "S", "S", "S", "S", "H", "H"],
  "xyz": [[0.064, -1.705, -0.765], [0.861, 0.778, 0.629], [2.189, 1.762, 1.652], [0.094, -0.972, 1.495], [1.447, -0.109, -1.186], [-1.686, -0.838, -1.433], [-0.561, 2.458, 0.023], [-2.407, -1.373, -0.415]],
  "mulliken_charge": [0.182, 0.380, -0.298, -0.201, -0.139, -0.176, 0.058, 0.193]
}



{
  "formula": "H2P2S4",
  "method": "ωB97M-V/def2-TZVPD",
  "total_charge": 0,
  "orbital_gap_ev": 6.60,
  "homo_ha": -0.3182,
  "e_tot_ha": -2276.6654,
  "max_force_ev_per_a": 2.7,
  "e_lumo_ev": -2.06,
  "de_lowest_ev": 1.319,
  "species": ["P", "P", "S", "S", "S", "S", "H", "H"],
  "xyz": [[-2.197, 1.751, -0.390], [-1.444, -1.145, 0.263], [2.786, -0.939, 0.436], [-2.125, 0.331, 1.476], [-0.806, 0.007, -1.319], [-1.080, 3.248, -0.198], [1.664, -0.921, -0.402], [3.202, -2.331, 0.135]],
  "mulliken_charge": [0.246, 0.364, -0.285, -0.149, -0.195, -0.240, 0.088, 0.170]
}



{
  "formula": "H30O14S2",
  "method": "ωB97M-V/def2-TZVPD",
  "total_charge": 0,
  "orbital_gap_ev": 9.61,
  "homo_ha": -0.3602,
  "e_tot_ha": -1867.6980,
  "max_force_ev_per_a": 1.9,
  "e_lumo_ev": -0.19,
  "de_lowest_ev": 0.184,
  "species": ["S", "S", "H", "H", "H", "H", "O", "H", "H", "O", "H", "H", "O", "H", "H", "O", "H", "H", "O", "H", "H", "O", "H", "H", "O", "H", "H", "O", "H", "H", "O", "H", "H", "O", "H", "H", "O", "H", "H", "O", "H", "H", "O", "H", "H", "O"],
  "xyz": [[3.748, 0.687, 2.070], [3.639, 0.816, 0.047], [3.815, 1.985, 2.438], [4.914, 1.153, -0.294], [-0.856, 1.920, 3.593], [0.424, 2.177, 4.226], [-0.447, 1.826, 4.470], [0.917, -3.811, 2.453], [2.301, -3.261, 2.507], [1.500, -3.211, 1.968], [-0.434, -2.118, -3.907], [0.428, -1.206, -4.691], [-0.476, -1.537, -4.680], [-2.567, 0.558, -0.351], [-3.434, 0.262, -1.577], [-3.428, 0.730, -0.739], [-0.705, 0.925, -3.357], [-1.847, -0.051, -3.581], [-1.608, 0.737, -3.078], [-0.015, -1.054, 0.368], [0.686, -1.657, 1.567], [0.357, -0.803, 1.225], [-0.317, 3.571, -1.239], [-0.874, 2.370, -1.641], [-0.540, 3.169, -2.087], [0.900, -0.501, 3.607], [0.026, 0.209, 4.623], [0.069, -0.625, 4.080], [-0.933, 1.857, 1.145], [0.480, 1.211, 1.361], [-0.032, 2.031, 1.432], [-2.661, -3.154, -1.256], [-1.811, -3.548, -2.512], [-1.952, -2.874, -1.844], [-2.278, -2.119, 1.411], [-1.339, -3.175, 0.852], [-2.260, -2.897, 0.833], [2.399, 0.623, -2.786], [2.636, 0.027, -4.055], [1.916, 0.050, -3.406], [-1.196, -0.356, 2.218], [-2.287, -0.390, 3.412], [-2.127, -0.372, 2.470], [1.503, 2.999, -3.117], [1.623, 3.625, -1.748], [2.142, 3.201, -2.431]],
  "mulliken_charge": [-0.265, -0.103, 0.167, 0.149, 0.374, 0.341, -0.692, 0.321, 0.290, -0.631, 0.323, 0.292, -0.626, 0.253, 0.300, -0.575, 0.257, 0.301, -0.562, 0.207, 0.170, -0.270, 0.313, 0.327, -0.632, 0.239, 0.398, -0.660, 0.307, 0.278, -0.720, 0.308, 0.260, -0.547, 0.327, 0.291, -0.636, 0.229, 0.309, -0.548, 0.457, 0.267, -0.635, 0.338, 0.312, -0.602]
}



{
  "formula": "H30O15",
  "method": "ωB97M-V/def2-TZVPD",
  "total_charge": -1,
  "orbital_gap_ev": [2.57, 10.01],
  "homo_ha": [-0.0086, -0.2877],
  "e_tot_ha": -1146.4891,
  "s2": 0.7509,
  "max_force_ev_per_a": 4.2,
  "e_lumo_ev": [2.34, 2.18],
  "de_lowest_ev": 2.127,
  "spin_multiplicity": 2,
  "species": ["O", "H", "H", "O", "H", "H", "O", "H", "H", "O", "H", "H", "O", "H", "H", "O", "H", "H", "O", "H", "H", "O", "H", "H", "O", "H", "H", "O", "H", "H", "O", "H", "H", "O", "H", "H", "O", "H", "H", "O", "H", "H", "O", "H", "H"],
  "xyz": [[3.157, 3.861, -0.695], [2.729, 3.130, -1.131], [2.458, 4.393, -0.386], [1.583, 2.105, 2.488], [1.851, 2.251, 1.584], [2.003, 2.763, 3.103], [-2.851, -2.060, 2.442], [-3.108, -1.497, 1.676], [-1.872, -1.943, 2.511], [-1.090, -2.623, 0.627], [-2.005, -2.836, 0.375], [-0.599, -3.382, 0.308], [-0.390, -4.243, -2.176], [-0.216, -3.487, -1.539], [-0.494, -3.651, -2.964], [1.253, 0.584, -2.135], [2.208, 0.545, -2.162], [0.659, 0.123, -2.777], [3.868, -3.055, 0.421], [3.670, -2.079, 0.722], [2.975, -3.424, 0.501], [-1.053, 0.712, 0.786], [-1.228, -0.108, 1.235], [-0.178, 0.817, 1.281], [1.746, -0.473, 0.418], [1.116, -0.688, -0.242], [1.357, 0.209, 0.926], [-3.943, 1.315, 0.974], [-4.481, 0.771, 0.411], [-3.310, 1.631, 0.344], [-2.794, 0.860, -1.274], [-2.227, 0.714, -0.511], [-2.201, 0.871, -2.074], [-0.709, 2.503, -1.763], [-0.812, 1.843, -2.454], [-1.358, 3.198, -1.869], [-1.554, 1.115, -4.074], [-2.388, 0.694, -4.225], [-1.763, 2.028, -4.340], [3.680, 0.244, 2.194], [2.970, -0.342, 2.414], [3.336, 0.783, 1.507], [-0.281, -1.112, 3.160], [-0.364, -1.954, 2.797], [0.648, -1.105, 3.584]],
  "mulliken_charge": [-0.721, 0.314, 0.325, -0.528, 0.249, 0.238, -0.716, 0.323, 0.191, -0.598, 0.349, 0.151, -0.697, 0.214, 0.462, -0.502, 0.184, 0.216, -0.718, 0.357, 0.336, -1.069, 0.508, 0.065, -0.234, 0.212, 0.004, -0.658, 0.310, 0.338, -0.692, 0.611, 0.131, -0.620, 0.210, 0.296, -0.484, 0.255, 0.290, -0.489, 0.291, 0.279, -0.685, 0.412, 0.292]
}



{
  "formula": "H30O15",
  "method": "ωB97M-V/def2-TZVPD",
  "total_charge": 0,
  "orbital_gap_ev": 8.89,
  "homo_ha": -0.3679,
  "e_tot_ha": -1146.5738,
  "max_force_ev_per_a": 0.9,
  "e_lumo_ev": -1.12,
  "de_lowest_ev": 1.802,
  "species": ["O", "H", "H", "O", "H", "H", "O", "H", "H", "O", "H", "H", "O", "H", "H", "O", "H", "H", "O", "H", "H", "O", "H", "H", "O", "H", "H", "O", "H", "H", "O", "H", "H", "O", "H", "H", "O", "H", "H", "O", "H", "H", "O", "H", "H"],
  "xyz": [[7.410, 15.712, 6.622], [6.861, 15.143, 6.082], [6.788, 16.253, 7.109], [11.159, 14.323, 4.135], [10.664, 14.998, 4.599], [11.073, 14.555, 3.210], [9.418, 10.975, 7.128], [9.029, 11.789, 7.449], [8.688, 10.501, 6.729], [11.716, 18.305, 5.308], [11.004, 17.666, 5.339], [11.276, 19.155, 5.323], [7.762, 19.283, 4.390], [8.068, 18.590, 3.805], [7.137, 18.849, 4.971], [5.851, 17.212, 8.228], [6.518, 17.636, 8.768], [5.020, 17.472, 8.624], [8.618, 13.750, 9.079], [8.407, 14.467, 8.482], [9.427, 14.026, 9.510], [5.568, 13.600, 3.633], [5.293, 14.111, 4.395], [5.263, 14.109, 2.881], [6.456, 11.428, 2.200], [6.140, 11.882, 2.981], [6.027, 11.877, 1.472], [3.810, 13.978, 7.643], [4.052, 14.862, 7.919], [3.205, 14.111, 6.913], [7.159, 16.833, 2.963], [7.440, 16.238, 2.268], [6.203, 16.838, 2.902], [3.606, 17.963, 9.279], [3.381, 17.391, 10.012], [2.775, 18.365, 9.024], [9.596, 16.328, 5.051], [9.254, 16.695, 4.236], [8.817, 16.149, 5.579], [4.428, 16.475, 2.739], [4.201, 15.978, 3.525], [3.750, 16.243, 2.104], [3.304, 15.319, 5.007], [2.905, 16.141, 5.290], [2.764, 15.031, 4.271]],
  "mulliken_charge": [-0.709, 0.257, 0.356, -0.642, 0.494, 0.256, -0.633, 0.333, 0.305, -0.639, 0.422, 0.305, -0.608, 0.300, 0.302, -0.669, 0.267, 0.346, -0.633, 0.329, 0.315, -0.553, 0.269, 0.331, -0.617, 0.397, 0.260, -0.590, 0.286, 0.299, -0.480, 0.261, 0.302, -0.639, 0.314, 0.296, -0.777, 0.288, 0.428, -0.681, 0.323, 0.349, -0.730, 0.291, 0.315]
}



{
  "formula": "H30O15",
  "method": "ωB97M-V/def2-TZVPD",
  "total_charge": 0,
  "orbital_gap_ev": 8.40,
  "homo_ha": -0.3323,
  "e_tot_ha": -1146.3735,
  "max_force_ev_per_a": 5.0,
  "e_lumo_ev": -0.64,
  "de_lowest_ev": 7.254,
  "species": ["H", "H", "H", "H", "H", "H", "H", "H", "H", "H", "H", "H", "H", "H", "H", "H", "H", "H", "H", "H", "H", "H", "H", "H", "H", "H", "H", "H", "H", "H", "O", "O", "O", "O", "O", "O", "O", "O", "O", "O", "O", "O", "O", "O", "O"],
  "xyz": [[0.519, 1.744, -0.443], [-0.180, 0.717, 0.369], [-1.824, -2.937, 0.026], [-1.421, -2.674, -1.339], [2.255, -1.050, 1.784], [2.790, -2.469, 1.619], [-1.691, -0.314, -2.297], [-0.652, -0.232, -1.309], [-2.003, 0.425, 2.364], [-1.163, 1.429, 1.652], [-4.979, -1.225, -2.391], [-3.846, -0.654, -1.668], [-0.483, -3.136, 2.308], [-1.529, -3.987, 1.847], [3.609, 0.520, -2.628], [4.071, -0.945, -2.903], [-4.054, -0.357, 1.404], [-4.099, 0.079, 0.025], [3.873, -2.209, -0.871], [2.578, -2.839, -1.674], [1.843, 1.986, 2.310], [2.562, 0.741, 1.831], [-2.635, 3.013, -1.957], [-3.140, 4.187, -1.118], [3.995, 2.585, -0.803], [3.465, 3.713, -1.600], [-1.745, 4.060, 1.183], [-2.027, 5.112, 2.352], [4.023, 0.194, 0.472], [5.327, -0.501, 1.279], [0.461, 0.777, -0.403], [-2.199, -2.613, -0.729], [2.021, -1.912, 1.450], [-1.367, -0.763, -1.510], [-1.720, 0.724, 1.526], [-4.235, -1.486, -1.801], [-0.994, -3.941, 2.593], [3.332, -0.404, -2.835], [-3.967, -0.709, 0.460], [3.033, -2.024, -1.434], [2.556, 1.438, 2.470], [-3.437, 3.321, -1.471], [3.656, 2.799, -1.686], [-2.081, 4.130, 2.053], [4.512, 0.041, 1.338]],
  "mulliken_charge": [0.289, 0.298, 0.106, 0.313, 0.316, 0.280, 0.209, 0.324, 0.256, 0.264, 0.264, 0.194, 0.315, 0.349, 0.290, 0.291, 0.224, 0.263, 0.291, 0.247, 0.252, 0.225, 0.324, 0.294, 0.318, 0.288, 0.292, 0.316, 0.333, 0.284, -0.680, -0.475, -0.532, -0.384, -0.486, -0.517, -0.632, -0.585, -0.497, -0.539, -0.525, -0.617, -0.602, -0.606, -0.631]
}